[1]
# C6H10N

The ion C6H10N with charge +1 in a non-equilibrium geometry (the ωB97M-V functional and the def2-TZVPD basis, the OMol25 dataset).

The charge is +1. The HOMO energy comes out at -14.1 eV. The value obtained for the HOMO-LUMO gap is 0.3920 Eh. Its SMILES is C=C1C[NH2+][C@@H]2C[C@H]12. Its relative energy (zero: lowest compared OMol25 entry of this formula, charge and spin) is 31.9 kcal per mole.

Cartesian coordinates (Å):
C 2.2533 -0.3654 0.3866
C 1.0682 -0.1250 -0.2232
C 0.4063 1.2465 -0.3475
N -0.9945 1.0535 0.2610
C -1.3781 -0.2322 -0.3729
C -0.9757 -1.3806 0.4310
C 0.0063 -1.1241 -0.6641
H 2.6763 -1.3188 0.6428
H 2.8184 0.5243 0.6389
H 1.0216 2.1516 0.1398
H 0.1675 1.6060 -1.4648
H -0.9390 0.9559 1.2637
H -1.6366 1.7381 -0.1504
H -2.2304 -0.2377 -1.0594
H -1.6536 -2.2066 0.2228
H -0.7435 -1.2848 1.4408
H 0.0396 -1.5959 -1.5984

[2]
# C26H29AsBrF6HgN4O2S2Se2

A structure of composition C26H29AsBrF6HgN4O2S2Se2 (the ωB97M-V functional and the def2-TZVPD basis, the OMol25 dataset).

The charge is +1. The HOMO energy comes out at -10.2 eV. The value obtained for the HOMO-LUMO gap is 0.2624 Eh. Its relative energy (zero: lowest compared OMol25 entry of this formula, charge and spin) is 0.1 kcal per mole.

Cartesian coordinates (Å):
Hg -0.8190 1.0914 0.7953
C -1.2874 1.5897 4.6562
C -1.9760 0.4705 3.9533
N -2.1384 0.3677 2.6623
C -2.8353 -0.7759 2.3167
C -3.1972 -1.5451 3.3718
S -2.6761 -0.8276 4.8287
C -3.1044 -1.0621 0.9070
C -3.9771 -1.9807 0.4243
S -3.9678 -1.9613 -1.2832
C -2.7913 -0.7142 -1.2821
N -2.4421 -0.3503 -0.0766
C -2.2495 -0.1416 -2.5455
H -0.9654 2.3431 3.9407
H -0.4046 1.2129 5.1723
H -1.9468 2.0445 5.3957
H -3.7215 -2.4885 3.3597
H -4.6196 -2.6498 0.9762
H -3.0082 -0.1378 -3.3269
H -1.4022 -0.7328 -2.8975
H -1.9013 0.8712 -2.3630
C -0.7064 2.7840 -3.3260
O -0.1354 1.9063 -2.3565
C 0.9513 1.1871 -2.7906
C 1.7297 1.5978 -3.8572
C 2.7257 0.7625 -4.3361
Br 3.7743 1.3394 -5.8009
C 2.9286 -0.4847 -3.7925
C 2.1718 -0.8868 -2.6939
C 1.2087 -0.0321 -2.1597
O 0.4096 -0.3938 -1.0978
C 2.3317 -2.2768 -2.2276
N 2.2713 -3.2903 -3.0398
C 2.4963 -4.4084 -2.2547
C 2.5636 -5.7529 -2.6186
C 2.8341 -6.6711 -1.6257
C 3.0336 -6.2748 -0.2943
C 2.9678 -4.9493 0.0853
C 2.6915 -4.0252 -0.9195
N 2.5458 -2.6454 -0.9181
H -0.8152 2.2819 -4.2891
H -0.1000 3.6827 -3.4585
H -1.6889 3.0620 -2.9521
H 1.5601 2.5472 -4.3460
H 3.6453 -1.1732 -4.2172
H 0.6350 -1.2955 -0.8187
H 2.4200 -6.0503 -3.6493
H 2.9068 -7.7212 -1.8796
H 3.2475 -7.0286 0.4526
H 3.1346 -4.6406 1.1068
H 2.8085 -2.0360 -0.1588
C 1.7995 3.4093 2.2696
Se 1.0561 2.9649 0.5321
C -0.1087 4.5449 0.3677
C -1.4247 4.4772 1.1189
Se -2.6850 3.2311 0.2651
C -4.0386 3.2067 1.6575
H 2.4276 2.5777 2.5706
H 1.0184 3.5626 3.0076
H 2.3985 4.3063 2.1387
H -0.2703 4.6949 -0.6971
H 0.4896 5.3748 0.7366
H -1.9059 5.4530 1.1180
H -1.2868 4.1552 2.1507
H -4.3184 4.2299 1.8902
H -3.6698 2.6868 2.5382
H -4.8940 2.6825 1.2405
F 0.7908 0.8179 2.8866
As 1.5084 -0.7954 2.6586
F 2.8618 -0.2898 3.5641
F 2.2246 -0.1354 1.2034
F 2.1723 -2.3362 2.3497
F 0.1056 -1.2373 1.6455
F 0.6330 -1.3192 4.0359

[3]
# C12H32CuO10P2

A structure of composition C12H32CuO10P2 in a non-equilibrium geometry (the ωB97M-V functional and the def2-TZVPD basis, the OMol25 dataset).

The charge is -1. The HOMO energy comes out at -2.3 eV. The value obtained for the HOMO-LUMO gap is 0.1811 Eh. Its relative energy (zero: lowest compared OMol25 entry of this formula, charge and spin) is 0.0 kcal per mole.

Cartesian coordinates (Å):
Cu -1.4485 -1.3065 -0.2634
O -2.4043 -2.4289 -1.7510
H -1.7450 -3.1343 -1.6869
O -2.8758 -1.2219 1.3076
H -3.2336 -0.5454 1.8961
C 4.3866 -1.0605 2.8709
C 3.3666 -0.0615 2.4043
O 2.5703 -0.4968 1.3045
P 1.6673 -1.7904 1.2873
O 0.7051 -1.8156 0.1932
O 2.7251 -2.9484 1.3027
C 2.3704 -4.3078 1.0011
C 3.0686 -4.7354 -0.2619
O 1.0107 -1.8557 2.7168
C -0.4558 -1.7687 2.8760
C -1.0537 -3.1457 2.9587
H 4.9842 -0.5693 3.6455
H 3.8980 -1.8790 3.4019
H 5.0049 -1.4528 2.0685
H 2.7014 0.1475 3.2449
H 3.8695 0.8437 2.0711
H 2.7151 -4.9065 1.8447
H 1.2847 -4.3991 0.9341
H 2.9226 -4.0269 -1.0761
H 4.1364 -4.8041 -0.0459
H 2.6868 -5.6930 -0.6175
H -0.5944 -1.1772 3.7813
H -0.9091 -1.1970 2.0618
H -1.1093 -3.6248 1.9820
H -0.4379 -3.7562 3.6304
H -2.0704 -3.0760 3.3386
C -4.5728 3.0741 -0.5046
C -3.3278 2.2232 -0.4913
O -2.2339 3.0195 -1.0214
P -1.0662 2.2359 -1.7432
O -1.0429 0.8257 -1.4088
O 0.2321 3.0462 -1.3434
C 1.3578 2.2708 -0.8579
C 2.4345 3.2492 -0.4414
O -1.2177 2.6138 -3.2749
C -2.5077 2.7887 -3.8714
C -2.3072 3.5466 -5.1845
H -4.3573 4.0335 -0.0238
H -4.9697 3.2583 -1.5025
H -5.3510 2.6315 0.1199
H -3.0872 1.9566 0.5379
H -3.4436 1.2906 -1.0421
H 1.0431 1.6262 -0.0341
H 1.6423 1.5524 -1.6296
H 2.8817 3.7541 -1.2955
H 1.9177 4.0242 0.1348
H 3.1583 2.7980 0.2326
H -2.9545 1.8100 -4.0463
H -3.1231 3.4115 -3.2241
H -2.0678 4.5873 -4.9784
H -1.5358 3.0528 -5.7724
H -3.2381 3.5131 -5.7552

[4]
# C3H7NO2

A cluster of 2 separate species, C3H7NO2 in total in a non-equilibrium geometry (the ωB97M-V functional and the def2-TZVPD basis, the OMol25 dataset).

The HOMO energy comes out at -9.3 eV. The value obtained for the HOMO-LUMO gap is 0.3725 Eh. Its SMILES is C/C=N/O.C=O. Its relative energy (zero: lowest compared OMol25 entry of this formula, charge and spin) is 106.1 kcal per mole.

Cartesian coordinates (Å):
C 0.0905 1.9070 -0.4151
C 0.8890 0.7369 0.1875
N 0.5579 -0.4708 -0.1498
O 1.2906 -1.4668 0.5327
H -0.5566 1.5268 -1.2156
H -0.6098 2.3932 0.3553
H 0.6822 2.6979 -0.8886
H 1.6614 0.9917 1.0344
H 0.7877 -2.3411 0.2212
C -1.4570 -1.0236 -0.3867
O -1.4998 -1.8002 0.5338
H -1.2858 -1.4666 -1.3689
H -1.8898 -0.0339 -0.5491

[5]
# C33H16BF15O

A cluster of 2 separate species, C33H16BF15O in total in a non-equilibrium geometry (the ωB97M-V functional and the def2-TZVPD basis, the OMol25 dataset).

The HOMO energy comes out at -8.3 eV. The value obtained for the HOMO-LUMO gap is 0.2455 Eh. Its SMILES is Fc1c(F)c(F)c(B(c2c(F)c(F)c(F)c(F)c2F)c2c(F)c(F)c(F)c(F)c2F)c(F)c1F.COc1ccc(Cc2ccc(C)cc2)cc1. Its relative energy (zero: lowest compared OMol25 entry of this formula, charge and spin) is 0.0 kcal per mole.

Cartesian coordinates (Å):
F 0.7419 6.8733 5.9715
C 0.4256 5.6337 5.5628
C -0.7800 5.3910 4.9387
F -1.5814 6.4341 4.6419
C -1.1148 4.0947 4.6218
F -2.2141 3.9705 3.8277
C -0.2783 3.0105 4.8894
B -0.6235 1.6797 4.2016
C -2.0656 1.2320 3.8570
C -3.2136 1.2226 4.6610
F -3.1333 1.7983 5.9238
C -4.4479 0.7855 4.1887
F -5.4740 0.6052 5.0300
C -4.6081 0.5449 2.8146
F -5.7958 0.1733 2.3020
C -3.5063 0.7049 1.9726
F -3.6382 0.5320 0.6481
C -2.2708 1.0351 2.4934
F -1.2794 1.2901 1.5920
C 0.5244 0.8467 3.5648
C 0.6368 -0.5499 3.4178
F -0.3329 -1.3876 3.9050
C 1.6474 -1.1179 2.6485
F 1.7358 -2.4593 2.5490
C 2.5242 -0.3051 1.9534
F 3.5523 -0.8531 1.2765
C 2.3645 1.0779 1.9642
F 3.1329 1.8662 1.1866
C 1.3744 1.6147 2.7553
F 1.0799 2.9350 2.5582
C 0.9745 3.3034 5.4749
F 1.9828 2.3889 5.5350
C 1.3186 4.5952 5.7869
F 2.5618 4.8531 6.2488
C 4.8603 -3.5788 8.7731
O 4.7850 -2.1581 8.5237
C 3.6658 -1.6664 7.9244
C 3.3746 -0.2959 8.0930
C 2.1044 0.1761 7.8238
C 1.1350 -0.6394 7.2590
C -0.2913 -0.1633 7.0771
C -1.3398 -1.2102 7.4688
C -2.6243 -1.0357 6.9883
C -3.6718 -1.8889 7.3045
C -3.5053 -2.9007 8.2542
C -4.6813 -3.7058 8.7045
C -2.1951 -3.1380 8.7098
C -1.1364 -2.2748 8.3719
C 1.4699 -1.9609 6.9705
C 2.7018 -2.4863 7.2951
H 5.7258 -3.6903 9.4492
H 3.9578 -3.9508 9.2585
H 5.0290 -4.1514 7.8550
H 4.1474 0.3534 8.4784
H 1.8425 1.2040 8.0296
H -0.4415 0.7621 7.6524
H -0.4852 0.1557 6.0959
H -2.8051 -0.1665 6.3731
H -4.6310 -1.6975 6.8494
H -4.3650 -4.5342 9.3559
H -5.3702 -3.0890 9.2949
H -5.2523 -4.0984 7.8521
H -2.0122 -3.9615 9.3960
H -0.1655 -2.4585 8.8538
H 0.7556 -2.6198 6.4725
H 2.9218 -3.5346 7.1116

no.,electronic energy (hartree)
1,-289.03212
2,-12539.29322
3,-3552.20959
4,-323.61193
5,-2865.09599